(1)
Below is C33H34BrCeN7O8 as an isolated structure at a distorted geometry, with properties calculated with wB97M-V/def2-TZVPD.

Cartesian coordinates (Å):
Ce  -0.62155  -0.76407  -0.19068
C  -2.04769  -3.14190  2.07886
O  -1.82928  -1.73939  1.94380
C  -1.66284  -0.99074  3.07679
C  -1.65257  -1.53317  4.35088
C  -1.48706  -0.71116  5.45615
C  -1.32904  0.65556  5.28842
C  -1.32561  1.18798  4.00977
C  -1.48031  0.37768  2.89544
N  -1.39250  0.89817  1.55012
N  -1.58798  2.12855  1.51237
C  -1.50621  2.91300  0.40336
C  -1.19236  2.47326  -0.88827
O  -0.93821  1.23983  -1.17699
C  -1.13967  3.42652  -1.95012
C  -1.35968  4.73819  -1.72070
C  -1.68298  5.23664  -0.41794
C  -1.92023  6.60923  -0.20339
C  -2.25308  7.07268  1.04124
C  -2.36659  6.15977  2.10422
C  -2.13761  4.81977  1.91461
C  -1.77777  4.32508  0.64533
H  -2.92238  -3.32631  2.70005
H  -1.16484  -3.62038  2.50573
H  -2.23466  -3.51444  1.07514
H  -1.77343  -2.59726  4.48966
H  -1.47671  -1.14988  6.44510
H  -1.18760  1.30425  6.14276
H  -1.17699  2.24747  3.85318
H  -0.90712  3.04633  -2.93646
H  -1.30138  5.44543  -2.54076
H  -1.83802  7.29048  -1.04255
H  -2.43419  8.12668  1.20420
H  -2.64411  6.51553  3.08855
H  -2.24455  4.12784  2.73776
N  1.04606  -3.11774  -0.60966
C  0.79133  -3.70640  -1.92098
C  -0.57594  -3.32840  -2.43698
O  -0.88297  -3.66012  -3.57877
N  -1.36288  -2.67361  -1.54396
C  -2.75340  -2.54333  -1.98396
C  -3.55362  -1.71169  -1.01112
O  -4.72346  -1.92377  -0.81917
O  -2.84757  -0.75268  -0.40996
H  1.97958  -3.32301  -0.27342
H  0.41159  -3.53379  0.06592
H  0.84419  -4.79831  -1.93855
H  1.53500  -3.34165  -2.62720
H  -3.23744  -3.51424  -2.08108
H  -2.83211  -2.06091  -2.96440
Br  2.73735  2.48435  5.91560
C  2.86447  0.93462  4.84574
C  3.65857  -0.12608  5.25447
N  3.78240  -1.24555  4.54141
C  3.08536  -1.34087  3.41268
C  2.27047  -0.32389  2.93586
C  2.16534  0.84942  3.66020
C  1.44762  -0.50547  1.71212
O  1.37585  0.41074  0.85832
O  0.77000  -1.58208  1.59161
H  4.20533  -0.07157  6.18773
H  3.18113  -2.26747  2.85747
H  1.54695  1.66638  3.30945
C  -0.54539  -0.34813  -4.21240
N  0.83175  -0.82179  -4.17971
C  1.26372  -1.50864  -5.40056
C  2.57506  -2.23982  -5.19834
C  3.48917  -1.39731  -4.33308
N  2.83441  -1.15886  -3.05595
C  3.67164  -0.97444  -1.88275
C  1.52960  -0.81974  -3.02875
O  0.99298  -0.48407  -1.94589
H  -1.22650  -1.19191  -4.32868
H  -0.65985  0.32429  -5.06511
H  -0.77594  0.20637  -3.30947
H  1.35614  -0.76508  -6.19687
H  0.47338  -2.20690  -5.68003
H  3.03439  -2.44953  -6.16355
H  2.39674  -3.19547  -4.70101
H  3.72875  -0.44780  -4.82618
H  4.42845  -1.91116  -4.13397
H  4.26738  -1.87343  -1.71355
H  3.05163  -0.77670  -1.01476
H  4.35010  -0.12997  -2.02439

The spin multiplicity is 1. The HOMO-LUMO gap comes out at 6.418 eV. The strongest force on any atom comes out at 1.24 eV/Å. Its total energy is -144560.02960 eV. The calculation puts the HOMO energy at -7.81 eV.

---

(2)
Below is a 2-piece molecular cluster, C4H9NO overall, with properties calculated with wB97M-V/def2-TZVPD.

Cartesian coordinates (Å):
C  2.39295  -0.30836  0.17356
C  1.03708  0.00655  -0.37696
C  -0.06941  -0.68500  0.01855
O  -0.33576  -1.61664  0.78490
N  -1.30691  -0.09202  -0.66275
C  -2.46190  -0.52702  -0.34479
H  3.08649  -0.65503  -0.60452
H  2.85411  0.56828  0.64784
H  2.30926  -1.09645  0.92760
H  -0.45093  1.95025  1.03071
H  0.94189  0.79968  -1.11617
H  -1.19443  0.66487  -1.33127
H  -3.36308  -0.10812  -0.77979
H  -2.45751  -1.33089  0.39052
H  -0.98185  2.42989  1.24258

The spin multiplicity is 1. The HOMO-LUMO gap (spin up / spin down) comes out at 7.105 / 7.108 eV. The strongest force on any atom comes out at 0.33 eV/Å. Its total energy is -7828.77084 eV. The calculation puts the HOMO energy (spin up / spin down) at -7.35 / -7.35 eV.

---

(3)
Below is one molecule with the formula C6H5NO at a distorted geometry, with properties calculated with wB97M-V/def2-TZVPD.

Cartesian coordinates (Å):
C  -0.68457  -1.71787  -0.75638
C  -0.14010  -0.46507  -0.71764
C  0.11187  0.25765  -1.95356
N  0.25849  0.75223  -2.97107
C  0.13909  0.28478  0.52549
C  -0.63330  0.14939  1.63642
C  1.15906  1.39098  0.53523
O  1.47539  1.98487  1.53187
H  -0.93829  -2.09206  -1.72708
H  -0.66103  -2.41488  0.14456
H  -0.41560  0.90742  2.46671
H  -1.44182  -0.60536  1.69966
H  1.77081  1.56792  -0.41420

Its SMILES is C=C(C#N)C(=C)C=O. The spin multiplicity is 1. The HOMO-LUMO gap comes out at 9.071 eV. The strongest force on any atom comes out at 1.99 eV/Å. Its total energy is -9838.18774 eV. The calculation puts the HOMO energy at -9.91 eV.

---

(4)
Below is a 3-piece molecular cluster, C8H21B3INO10P2 overall at a distorted geometry, with properties calculated with wB97M-V/def2-TZVPD.

Cartesian coordinates (Å):
N  -7.89004  -2.12287  2.14497
P  -7.53055  -2.98046  0.89711
B  -6.55267  -1.99650  -0.48402
O  -6.55026  -0.61744  -0.48511
B  -5.31942  -0.02527  -0.67496
I  -4.80287  1.76749  0.28598
O  -4.38528  -0.68999  -1.46101
B  -4.46441  -2.06734  -1.42121
P  -2.88485  -3.20120  -1.20471
O  -3.07777  -4.63594  -1.51892
O  -5.71957  -2.63353  -1.38674
H  -8.85717  -2.11516  2.42803
H  -6.60607  -4.03142  1.10591
H  -8.53734  -3.66384  0.17530
H  -1.85374  -2.52685  -1.89097
H  -2.54424  -2.89632  0.13584
C  2.64259  3.80792  -1.99358
C  2.40134  2.33222  -1.76679
O  1.06141  2.06839  -1.30953
C  0.12015  2.10011  -2.25050
O  0.29651  2.28237  -3.42743
O  -1.05549  1.86057  -1.67081
C  -2.17596  1.88373  -2.56417
H  2.40422  4.37552  -1.09331
H  3.69127  3.97273  -2.24172
H  2.02910  4.17972  -2.81263
H  3.03758  1.95572  -0.96801
H  2.60242  1.75309  -2.66730
H  -2.00864  1.21193  -3.40374
H  -2.34171  2.89351  -2.93724
H  -3.01820  1.55811  -1.96207
C  7.32745  -1.14651  2.92225
C  6.15088  -1.79240  2.22646
O  4.89392  -1.27742  2.70837
C  4.54836  -0.08435  2.23417
O  5.16090  0.56508  1.42440
O  3.38340  0.26206  2.78033
C  2.91059  1.55142  2.38121
H  7.23914  -1.25881  4.00314
H  8.25213  -1.62473  2.59767
H  7.38417  -0.08609  2.68279
H  6.10038  -2.85726  2.44361
H  6.20057  -1.65866  1.14635
H  2.88524  1.63269  1.29741
H  3.54575  2.33566  2.79067
H  1.90680  1.64032  2.78452

Its SMILES is N=[PH2]B1OB(I)OB([PH2]=O)O1.CCOC(=O)OC.CCOC(=O)OC. The spin multiplicity is 1. The HOMO-LUMO gap comes out at 8.826 eV. The strongest force on any atom comes out at 1.19 eV/Å. Its total energy is -59315.37910 eV. The calculation puts the HOMO energy at -9.04 eV.

---

The highest strongest force on any atom belongs to which entry? C6H5NO

---

Look up the strongest force on any atom of the second one. 0.33 eV/Å

---

Number 1 is which compound? C33H34BrCeN7O8